{"formula": "C2H10N4O", "method": "ωB97M-V with the def2-TZVPD basis set", "de_lowest_kj_mol": 323.9, "total_charge": 2, "smiles": "C/[N+](O)=C(/N)N[NH3+]", "homo_energy_ev": -17.97, "max_force_ev_per_a": 5.03, "e_tot_ha": -375.623114, "elements": ["C", "N", "O", "C", "N", "N", "N", "H", "H", "H", "H", "H", "H", "H", "H", "H", "H"], "xyz": [[-1.8305, 1.4190, 0.1082], [-1.4056, 0.1255, -0.3859], [-2.2397, -0.8722, -0.2182], [0.2015, -0.5158, 0.0654], [0.1686, -1.8142, 0.1114], [1.1134, 0.3887, -0.0634], [2.5849, 0.1519, -0.2805], [-2.7749, 1.5029, -0.3274], [-1.2464, 2.1582, -0.2834], [-1.9108, 1.5920, 1.2454], [-2.4984, -0.9145, 0.7283], [0.9064, -2.5152, 0.4156], [-0.6753, -2.2388, -0.1684], [0.9693, 1.3462, -0.0212], [3.1268, 0.0011, 0.6512], [2.5115, -0.7164, -0.8071], [2.9991, 0.9015, -0.7699]]}

***

{"formula": "C5H11NO2", "method": "ωB97M-V with the def2-TZVPD basis set", "de_lowest_kj_mol": 678.2, "smiles": "C[C@]1(O)C[C@]1(O)CN", "homo_energy_ev": -8.89, "max_force_ev_per_a": 5.76, "e_tot_ha": -402.119812, "elements": ["C", "C", "O", "C", "C", "O", "C", "N", "H", "H", "H", "H", "H", "H", "H", "H", "H", "H", "H"], "xyz": [[-1.8391, 1.3885, -0.4413], [-1.2108, 0.1532, -0.0555], [-1.4135, -1.0068, -0.8779], [-0.8958, -0.3612, 1.3208], [0.2474, -0.1206, 0.3134], [0.9032, -1.3721, 0.0012], [1.4142, 0.8147, 0.5714], [2.3244, 0.4584, -0.6020], [-0.8517, 2.0653, -0.0590], [-2.8430, 1.4248, 0.3562], [-1.9982, 1.4322, -1.7093], [-0.5454, -1.5847, -0.6824], [-1.0241, -1.6446, 1.2569], [-1.0462, 0.1771, 2.4323], [1.6232, -1.2001, -0.5359], [1.8826, 0.6531, 1.5350], [1.0775, 1.8422, 0.7149], [3.1829, 0.8621, -0.5418], [2.0591, 0.5478, -1.7910]]}

***

{"formula": "C3H3BrF2", "method": "ωB97M-V with the def2-TZVPD basis set", "de_lowest_kj_mol": 519.7, "homo_energy_ev": -8.92, "max_force_ev_per_a": 2.23, "e_tot_ha": -2889.634702, "elements": ["C", "C", "C", "F", "F", "Br", "H", "H", "H"], "xyz": [[0.1983, 0.5355, -0.5648], [-1.8959, -0.1400, 2.0903], [0.8515, -0.5744, -1.2208], [-0.8312, 0.5313, 2.3911], [-2.5181, 0.3546, 1.0408], [1.4207, 1.8924, 0.0881], [1.0593, -1.1103, -0.2046], [0.0163, -1.2078, -1.7459], [1.6989, -0.2813, -1.8742]]}

***

{"formula": "C3H11NOS2", "method": "ωB97M-V with the def2-TZVPD basis set", "de_lowest_kj_mol": 434.6, "homo_energy_ev": -9.09, "max_force_ev_per_a": 1.48, "e_tot_ha": -1047.101815, "elements": ["S", "S", "C", "C", "N", "C", "H", "H", "H", "H", "H", "H", "H", "H", "H", "H", "H", "O"], "xyz": [[-0.2374, 3.2162, 2.0220], [0.1294, -3.3372, -1.1458], [1.0470, -1.7792, -0.8681], [0.2964, -0.5160, -1.2798], [-0.1403, 0.2307, -0.1169], [0.9876, 0.8125, 0.6013], [-0.3461, -3.5132, 0.0937], [1.3428, -1.8004, 0.1780], [1.9767, -1.9463, -1.4111], [-0.5926, -0.7800, -1.8474], [0.9181, 0.0087, -2.0224], [-0.6545, 1.0398, -0.4481], [1.7950, 1.0702, -0.0941], [1.4118, 0.1373, 1.3543], [0.6910, 1.6789, 1.2306], [-3.6166, 1.9889, 1.4628], [-2.1211, 2.0415, 1.1564], [-2.8872, 1.4474, 1.1347]]}

***

{"formula": "C6H15N3", "method": "ωB97M-V with the def2-TZVPD basis set", "de_lowest_kj_mol": 45.9, "smiles": "[H]/N=C(\\N)C(C)(C)NCC", "homo_energy_ev": -8.96, "max_force_ev_per_a": 3.72, "e_tot_ha": -401.869790, "elements": ["H", "N", "C", "N", "C", "C", "C", "N", "C", "C", "H", "H", "H", "H", "H", "H", "H", "H", "H", "H", "H", "H", "H", "H"], "xyz": [[-1.9964, 2.2920, 2.4203], [-1.7390, 1.3770, 2.0466], [-0.7744, 1.3856, 1.2325], [-0.0611, 2.4665, 0.8086], [-0.1985, -0.0962, 0.6681], [-1.2900, -1.1406, 0.8713], [1.0405, -0.4209, 1.4964], [0.1183, 0.2201, -0.6867], [0.8450, -0.9745, -1.4470], [0.7730, -0.7134, -2.9388], [-0.3781, 3.3981, 1.0325], [0.5331, 2.3297, 0.0066], [-2.1143, -0.9779, 0.1794], [-1.6806, -1.0358, 1.8804], [-0.9010, -2.1481, 0.7377], [1.3733, -1.4419, 1.3212], [0.7886, -0.3272, 2.5508], [1.8460, 0.2695, 1.2595], [-0.7519, 0.3995, -1.1845], [0.4348, -1.9668, -1.2160], [1.8746, -0.9501, -1.0900], [1.1806, 0.2685, -3.1718], [-0.2595, -0.7479, -3.2864], [1.3371, -1.4652, -3.4908]]}

***

{"formula": "HN2O3S", "method": "ωB97M-V with the def2-TZVPD basis set", "spin_multiplicity": 3, "de_lowest_kj_mol": 187.3, "total_charge": -1, "homo_energy_ev": [-1.15, -4.46], "max_force_ev_per_a": 2.75, "e_tot_ha": -733.880963, "elements": ["N", "N", "O", "O", "O", "S", "H"], "xyz": [[0.7395, 0.6893, -0.8997], [-0.4577, 0.7423, -0.4500], [4.4412, 0.9518, 0.8229], [1.7220, 0.0759, -0.2296], [4.3589, -1.2082, -0.1211], [4.0351, 0.1843, -0.3210], [-0.6958, 0.2329, 0.4221]]}

***

Q: What is the formula in the fifth record?
A: C6H15N3